Here is the molecule C24H31N5O4S2 from OMol25. Energies are from wB97M-V/def2-TZVPD.

```
66
Properties=species:S:1:pos:R:3
H 0.61597 7.93759 3.87298
C -0.05782 -3.02637 -0.72973
H -2.28833 -6.20033 0.20828
H -2.62704 -9.54898 -1.04325
O 3.76925 7.12136 -0.81271
H -4.36145 -7.67592 -2.69506
H 1.00734 2.99672 -0.51627
H -2.56893 -5.79062 -2.77640
C 1.00095 0.71683 1.14948
O -0.20406 7.87512 2.04106
H -3.48208 -4.74459 -1.66787
N 2.41141 8.13677 0.99911
H 3.60797 5.37640 2.94252
H -4.23706 -7.57741 0.34689
H -4.87477 -8.93109 -1.55750
C 1.72699 2.93348 1.50949
N 1.13275 1.75560 1.87230
H 1.96380 9.46574 2.51589
H -4.87590 -6.32969 -0.73669
C 2.14230 8.39093 2.39386
H -0.51722 -5.74831 -4.01153
H 1.12000 6.53644 2.88151
N -1.42841 -4.57269 -1.55575
C 0.47626 -1.91601 0.01127
H 2.56990 -1.60990 0.38753
H -2.23284 -2.14621 0.62305
H 3.03415 8.10901 2.95192
C 0.90851 7.61677 2.87175
O 4.66751 7.22825 1.49216
C 1.58600 3.50716 0.23895
S 3.56637 7.00341 0.60171
H -3.34734 -2.75138 -0.61739
C -2.71081 -8.67540 -1.70143
H 2.08368 5.18087 -1.01466
H 1.10892 -5.91235 -3.34586
N 0.29603 -0.32821 1.65145
H -2.90505 -3.77474 0.75309
C 0.66132 -3.84698 -1.64498
H -0.84969 7.74261 0.14429
H 1.69938 -3.77073 -1.89978
H 0.24393 6.42035 0.65021
O -1.89357 -7.64044 -1.17054
C 0.05309 -5.89101 -3.09200
C -0.19824 -4.78923 -2.12643
C -4.14514 -8.14511 -1.73484
C 1.82014 -1.36331 -0.36818
H 2.15307 -1.69388 -1.34682
H 1.54160 7.91260 -0.84358
C 0.05641 7.50388 0.70380
H -0.22299 -0.12149 2.49667
H 1.00534 9.33943 0.08007
C -1.35673 -3.52009 -0.69714
C 2.16385 4.73058 -0.03744
C -4.11455 -7.09744 -0.62452
C 2.44909 3.62298 2.49389
C 2.87538 5.39068 0.94623
H -2.33678 -8.95093 -2.69219
S 1.71494 0.45883 -0.46743
C -2.59861 -5.37908 -1.76575
H 2.55452 3.17114 3.46771
N -0.18741 -1.41104 0.98833
C 3.02602 4.84125 2.20835
C -2.69012 -6.54647 -0.75088
C -2.53431 -3.02182 0.05815
C 1.25750 8.27438 0.14371
H -0.22439 -6.84793 -2.65307
```

Properties
* net charge: 0
* HOMO-LUMO gap: 8.0 eV
* calculated total energy: -62700.66300 eV
* strongest force on any atom: 0.0210 Eh/bohr
* SMILES: Cc1cc(C2=NN/C(=N/c3ccc(S(=O)(=O)N4CCOCC4)cc3)SC2)c(C)n1C[C@H]1CCCO1
* highest occupied orbital energy: -7.61 eV
* ΔE to the lowest compared entry with this formula, charge and spin: 64.4 kcal per mole

---

Here is a 4-piece molecular cluster, C14H20N4O6 overall from OMol25. Energies are from wB97M-V/def2-TZVPD.

```
44
Properties=species:S:1:pos:R:3
H -2.02639 0.34191 0.40710
C 2.16961 3.14817 -1.06297
C 0.61258 -2.21534 0.70666
H -2.61442 -4.01494 -0.04516
C -1.32355 -3.64682 1.20403
H 2.60287 1.16859 -1.25556
H 1.21025 0.31005 2.72823
H -0.44381 0.23287 -4.61058
O -2.20172 -0.13419 -0.40789
O -1.50862 1.42832 1.60345
H -2.02974 2.53048 -0.54495
H 2.96136 2.11029 0.48057
H 2.76967 -2.51141 3.08475
C -1.78036 0.51668 -1.51385
H -0.20889 -0.72260 3.37219
H 1.53218 1.96891 -2.42521
C -0.49705 1.92467 -3.48370
O 0.09544 2.52058 -4.56031
O -2.39412 -4.30454 0.84321
N 0.59290 0.90411 2.19337
C -0.71035 0.61107 -3.63471
H -1.45015 -1.20830 -2.75589
C -0.70598 0.83292 2.25377
C -1.33469 -0.13924 -2.65501
H -0.70028 -3.05001 -0.79403
C -1.79981 1.98574 -1.44871
C -1.07620 2.67909 -2.47546
O 1.67761 4.13745 -1.52447
C -0.95846 -3.53247 2.54707
H 1.13107 1.57019 1.65782
H 0.28985 2.10751 -5.40481
H -1.61450 -3.70740 3.38695
H 3.10039 3.85236 0.56630
H 0.75775 -3.22290 3.88569
C 0.40281 -3.18844 2.86626
O 2.40725 -2.09610 2.29877
N 2.12204 1.98494 -1.60551
H -1.86122 -0.55272 3.02123
H 1.23474 -1.71729 -0.02221
C -0.43391 -3.04136 0.25257
N -0.96755 -0.09746 3.14036
C 1.19711 -2.52754 1.91494
N 2.71928 3.02561 0.12888
H -0.94482 3.73872 -2.31320
```

Properties
* net charge: -1
* HOMO-LUMO gap (alpha / beta): 2.7 / 6.1 eV
* calculated total energy: -33086.62985 eV
* strongest force on any atom: 0.1121 Eh/bohr
* multiplicity: 2
* highest occupied orbital energy (alpha / beta): -0.04 / -3.47 eV

---

Here is C20H31AlO11 as an isolated structure from OMol25. Energies are from wB97M-V/def2-TZVPD.

```
63
Properties=species:S:1:pos:R:3
H -0.06310 -3.36121 -1.01594
C -1.66765 -4.42763 -3.65357
C -3.31263 3.15447 -0.62440
H 0.60804 4.35702 3.64486
H -4.93464 2.44030 -1.85239
H -2.33564 1.21701 -0.96434
Al 1.14413 0.65206 -4.07471
H 0.67706 2.10212 0.43782
O 1.02613 1.52372 2.35453
H -4.63463 4.20833 -1.97109
C -1.58160 -4.35616 -2.14559
H -0.74176 3.36581 4.06385
O -1.15401 2.37009 -3.30909
O 0.05783 0.27302 -1.60077
C -0.71027 -3.13203 -1.85911
O 3.11488 -0.35057 -2.12522
H -1.17032 2.61926 -0.70876
O -1.58581 -4.33891 3.64218
H -0.22667 4.18258 1.18870
H -1.27385 -3.94093 0.98970
C 1.04803 2.31349 3.48363
H 0.76293 -1.91176 0.69955
O 0.97112 -2.25960 -3.39356
C 0.04968 -3.01751 -3.15972
C 5.14552 1.38677 0.04421
H 5.51546 2.39954 -0.09785
H 3.50838 -0.75981 0.77303
H 2.07976 0.03451 0.38907
H -2.53445 -4.41075 -1.61607
C 3.66548 0.11488 -1.14366
H -0.71833 1.31323 1.29633
C -4.18402 3.22651 -1.88478
H -0.08505 -0.64375 2.88362
O -3.24927 3.03617 -2.97421
H -0.83339 -1.61926 0.94602
C -2.10166 2.54823 -2.57095
C 3.15224 0.15542 0.27614
C 0.34114 -1.64134 2.81626
H -1.67767 -5.46188 -3.98906
H -1.11079 -5.26382 -1.75901
H 5.97346 0.81881 0.46477
O -0.24995 -2.57227 3.72339
H -1.49604 3.33291 1.90685
C -0.01733 -2.17792 1.42990
C 0.12025 2.01304 1.37235
H -2.53468 -3.94904 -4.10599
O -0.43204 -3.80504 -4.10006
C -0.43402 -3.62883 1.60099
C 3.87230 1.36264 0.87249
H 4.07614 1.15964 1.92357
C -0.40219 3.36586 1.88834
H 1.41123 -1.59445 3.01247
H 0.39592 -4.33257 1.52416
H -1.26170 -2.23104 -1.59007
O 4.75212 0.84357 -1.24510
C -0.86436 -3.58656 3.07293
C -2.14252 2.29119 -1.06071
H -2.99480 4.13914 -0.27935
H -3.82857 2.73375 0.24002
O 1.70512 1.98038 4.41039
H 3.25809 2.26017 0.82827
C 0.05964 3.46708 3.33545
H 0.05328 0.01191 -0.66071
```

Properties
* net charge: +2
* HOMO-LUMO gap: 2.1 eV
* calculated total energy: -50339.85251 eV
* strongest force on any atom: 0.0367 Eh/bohr
* highest occupied orbital energy: -14.85 eV
* ΔE to the lowest compared entry with this formula, charge and spin: 62.6 kcal per mole